# 1
Formula: C5H37N3O11
Source: OMol25
Level of theory: ωB97M-V/def2-TZVPD

Last column: Löwdin charge in e.
Geometry (Å):
C -1.1304 -1.8236 -2.5347  -0.105
N -0.6517 -2.0206 -1.1883  -0.107
C -1.8221 -2.0840 -0.2665  -0.356
C -2.9361 -3.1654 -0.3223  -0.052
C -1.2774 -2.0356 1.2730  -0.147
N -0.4338 -0.8591 1.5926  -0.098
C -1.1217 0.3060 2.1467  -0.275
N -0.4902 1.5399 1.6102  0.035
H -2.0618 -2.4616 -2.6628  0.100
H -0.4813 -2.0574 -3.3319  0.065
H -1.2660 -0.7345 -2.6482  0.070
H -0.0724 -2.8171 -0.9306  0.085
H -2.3719 -1.1183 -0.4583  0.138
H -3.4382 -3.3305 0.5097  0.014
H -3.6979 -2.9338 -0.9699  0.041
H -2.3722 -4.0851 -0.6969  0.117
H -0.5690 -2.9158 1.4017  0.123
H -2.1816 -2.1810 1.9517  0.132
H 0.2881 -0.5603 0.9513  0.089
H -0.9325 0.1570 3.3170  0.134
H -2.2093 0.3038 2.0433  0.106
H -0.9677 2.4221 1.7437  0.073
H 0.4537 1.6084 1.8051  0.026
O 3.0959 1.9207 0.9194  -0.067
H 3.9663 2.0727 0.4805  0.089
H 3.1936 1.4570 1.7438  -0.032
O 3.5416 -2.8515 1.7315  -0.123
H 4.3611 -2.5055 2.1148  0.047
H 3.2394 -2.2817 0.8907  0.061
O -3.2018 2.4861 0.0858  -0.063
H -2.2898 2.1512 0.1383  -0.016
H -3.3258 2.9284 -0.7415  -0.038
O 2.4103 -2.0476 -0.5002  -0.099
H 1.4754 -2.4419 -0.7153  0.080
H 2.5533 -1.1788 -0.9372  0.024
O 1.8248 -1.8456 3.4993  -0.058
H 1.1100 -1.7023 2.9271  -0.024
H 2.6446 -2.1171 3.0163  0.005
O 1.1142 2.9421 -3.2476  -0.070
H 1.0130 2.6357 -4.1637  0.049
H 0.3127 2.6855 -2.8254  -0.084
O -3.4283 3.2263 -2.4909  -0.051
H -3.2858 2.3091 -2.6001  0.013
H -2.6542 3.6487 -2.9355  0.078
O -0.2639 3.4367 -0.4079  -0.032
H 0.5911 2.9517 -0.2226  0.090
H 0.0996 4.1789 -0.8463  0.060
O 2.1059 0.5478 -1.1360  -0.037
H 2.4035 0.9217 -1.9334  0.024
H 2.3766 1.2055 -0.4928  -0.015
O 3.4493 0.3220 2.9835  -0.153
H 3.4951 0.7237 3.9268  0.105
H 2.7607 -0.4818 3.1568  0.060
O -1.0257 2.0193 -2.3118  -0.067
H -0.9922 1.1252 -2.0534  0.018
H -0.9273 2.4042 -1.3889  0.017

Properties
* strongest force on any atom: 0.135 Eh/bohr
* total energy: -1204.509382 Ha
* frontier orbital gap: 0.32287 Eh
* highest occupied orbital energy: -8.605 eV
* net charge: 0
* LUMO energy: 0.180 eV
* SMILES: CN[C@@H](C)CNCN.O.O.O.O.O.O.O.O.O.O.O

# 2
Formula: C44H120BO48
Source: OMol25
Level of theory: ωB97M-V/def2-TZVPD

Last column: Mulliken charge in e.
Geometry (Å):
O 3.1225 0.6255 2.7094  -0.440
C 2.4682 0.5806 1.7165  -0.164
O 1.3322 -0.1215 1.5468  -0.602
B 0.7977 0.2178 0.2080  0.198
O 1.8908 0.9336 -0.4362  0.526
C 2.7132 1.3697 0.4365  0.508
O 3.6911 2.1023 0.2739  -0.226
O -0.4882 0.9438 0.4119  0.012
C -1.5335 0.3773 -0.1352  0.331
O -2.6690 0.8641 -0.1621  -0.820
C -1.0130 -0.9006 -0.7860  0.187
O 0.2743 -0.9605 -0.5476  -0.326
O -1.7267 -1.6870 -1.3016  -0.598
C 5.0138 5.5165 -0.9710  -0.713
C 3.5507 5.8197 -0.5116  -0.525
O 3.5132 6.0367 0.8750  -0.675
O 5.5030 4.3347 -0.4336  -0.198
H 5.6608 6.3521 -0.7040  0.415
H 5.0739 5.5324 -2.0593  0.284
H 2.8929 5.0878 -0.9803  0.255
H 3.2733 6.8071 -0.8807  0.625
H 3.9145 5.2192 1.1787  0.412
H 6.4343 4.3189 -0.6660  0.174
C 5.8634 -3.6712 -1.1993  -0.782
C 4.5255 -3.2420 -1.8447  -0.074
O 3.6914 -2.5182 -0.8928  -0.263
O 6.5771 -2.5660 -0.7906  -0.435
H 6.5974 -4.1546 -1.8441  0.495
H 5.5967 -4.2934 -0.3450  0.240
H 3.9455 -4.0857 -2.2184  0.263
H 4.7286 -2.5858 -2.6910  0.188
H 4.3049 -2.2032 -0.2250  0.071
H 7.4952 -2.7028 -0.5454  0.288
C 3.2724 0.5560 6.3567  0.047
C 2.5144 0.3231 7.7058  -0.588
O 2.1695 1.4820 8.4252  -0.574
O 2.3192 1.1866 5.5361  -0.385
H 3.5189 -0.4129 5.9223  0.215
H 4.1136 1.2376 6.4828  0.201
H 3.1020 -0.2143 8.4502  0.403
H 1.5392 -0.0291 7.3696  0.156
H 1.7844 1.9210 7.6633  0.370
H 2.5425 1.1268 4.6043  0.157
C 6.6040 4.4636 5.5784  0.028
C 7.8386 3.5133 5.7438  -0.353
O 8.7965 3.8825 4.7917  -0.535
O 6.6616 5.2651 4.4292  -0.649
H 6.3924 4.9541 6.5285  0.379
H 5.7922 3.7757 5.3421  -0.024
H 7.5787 2.4722 5.5521  0.070
H 8.2423 3.3856 6.7482  0.361
H 8.4580 4.7804 4.7640  0.366
H 6.5830 4.6637 3.6851  0.390
C -1.8842 -0.2925 5.6481  -0.448
C -1.4889 0.5360 4.3246  -0.053
O -2.4377 0.2929 3.2674  0.116
O -2.7660 0.5040 6.4675  -0.540
H -1.0832 -0.7436 6.2337  0.401
H -2.4927 -1.1423 5.3386  0.027
H -0.4821 0.2802 3.9944  0.088
H -1.5516 1.6039 4.5336  0.371
H -2.8651 1.1318 3.0799  -0.304
H -2.2954 0.5767 7.3010  0.308
C -6.7190 2.4301 -2.7949  -0.075
C -5.7780 3.3733 -3.6067  -0.268
O -4.7152 3.7019 -2.7700  -0.375
O -7.4190 2.9833 -1.6954  -0.622
H -6.2855 1.4889 -2.4570  -0.045
H -7.4960 2.1821 -3.5180  0.395
H -6.3011 4.3217 -3.7291  0.331
H -5.4779 2.9825 -4.5790  0.098
H -5.1701 4.2777 -2.1511  0.213
H -6.8811 3.0217 -0.9012  0.273
C -3.1062 -4.0487 1.9691  -0.737
C -3.2263 -2.5621 2.4273  0.310
O -3.9503 -1.9676 1.3727  1.414
O -2.3644 -4.9105 2.8621  -0.481
H -2.6659 -3.9530 0.9766  0.078
H -4.1016 -4.4843 1.8817  0.467
H -2.2141 -2.1599 2.4679  -0.337
H -3.4826 -2.2218 3.4306  0.279
H -3.7151 -1.0371 1.3943  -0.682
H -2.7442 -5.0787 3.7276  0.240
C -6.0459 -2.5692 -1.2981  -0.599
C -5.1984 -1.2916 -1.4889  1.046
O -5.5079 -0.6882 -2.7029  -0.543
O -5.2963 -3.5055 -0.7643  -0.440
H -6.1951 -3.0229 -2.2779  0.535
H -6.9533 -2.3387 -0.7399  -0.030
H -4.1333 -1.2672 -1.2585  -0.687
H -5.4264 -0.5416 -0.7314  0.011
H -4.9086 -0.9388 -3.4098  0.289
H -4.7921 -3.2376 0.0075  -0.048
C 6.8327 1.6640 2.2323  0.216
C 7.4486 1.5945 0.7639  0.158
O 8.8838 1.9930 0.5890  -0.573
O 6.2932 2.9514 2.4587  -0.343
H 7.4747 1.3805 3.0663  0.331
H 6.0633 0.8953 2.3050  -0.409
H 6.8498 2.1639 0.0531  -0.186
H 7.2365 0.5462 0.5535  0.204
H 8.9528 2.9403 0.7286  0.296
H 5.4329 3.1524 2.0831  0.240
C 5.4106 -2.2822 2.7708  0.662
C 5.3931 -3.7388 3.0531  -0.778
O 6.6208 -4.3907 2.8676  -0.633
O 6.4024 -1.7231 3.5239  -0.479
H 4.4326 -1.8406 2.9619  0.017
H 5.6943 -2.0206 1.7514  -0.348
H 4.5160 -4.1768 2.5769  0.385
H 5.1665 -3.9184 4.1041  0.457
H 6.3606 -5.3077 2.7533  0.341
H 7.0355 -2.4443 3.4980  0.370
C -1.5979 -4.8702 -4.5125  -0.148
C -2.4388 -3.6632 -4.7235  -0.261
O -3.6985 -3.7362 -4.1400  -0.448
O -1.3301 -4.8184 -3.0712  -0.290
H -0.6509 -4.7635 -5.0416  0.162
H -2.1682 -5.7893 -4.6466  0.270
H -2.5339 -3.4909 -5.7956  0.426
H -1.8109 -2.8146 -4.4517  0.026
H -3.5722 -3.1829 -3.3657  0.069
H -2.1496 -4.9129 -2.5803  0.162
C 2.5422 -4.2453 -5.3982  -0.365
C 2.0070 -2.9340 -4.7788  0.098
O 0.7108 -2.4614 -5.2149  -0.491
O 2.8235 -3.8552 -6.7525  -0.584
H 1.6405 -4.8575 -5.4197  0.164
H 3.4335 -4.6888 -4.9546  0.332
H 2.7670 -2.1545 -4.8321  0.324
H 1.9702 -3.1154 -3.7046  0.063
H 0.1102 -2.6551 -4.4914  0.116
H 2.0247 -3.7489 -7.2742  0.314
C -2.9437 2.0212 -6.2386  0.002
C -3.5049 1.7700 -7.6920  -0.732
O -4.8134 2.2122 -7.9253  -0.552
O -3.5022 1.0006 -5.3285  -0.356
H -3.1772 3.0519 -5.9716  0.255
H -1.8699 1.9453 -6.4094  0.162
H -3.5847 0.7556 -8.0828  0.342
H -2.8622 2.3385 -8.3643  0.327
H -5.3459 1.8206 -7.2291  0.318
H -3.2512 1.3211 -4.4591  0.218
C -5.5856 2.5806 1.5807  -0.765
C -5.0239 2.1998 2.9496  -0.183
O -3.7112 2.7778 3.0672  -0.670
O -4.6295 2.5712 0.5392  0.308
H -5.9674 3.5959 1.4736  0.546
H -6.5327 2.1155 1.3071  0.409
H -4.8511 1.1248 3.0014  -0.350
H -5.7269 2.4025 3.7576  0.611
H -3.7946 3.6892 3.3572  0.332
H -4.2184 1.7226 0.3591  0.264
C 0.6928 -4.3080 1.6479  1.356
C 0.8512 -5.1882 2.9220  -0.177
O -0.0215 -6.2798 2.6929  -0.593
O 1.0993 -4.7442 0.3780  -0.583
H 1.1084 -3.3028 1.7189  -0.097
H -0.3224 -3.9256 1.5421  -0.973
H 0.6657 -4.5982 3.8195  0.232
H 1.9032 -5.4716 2.9542  0.282
H -0.8074 -5.8891 2.3039  0.332
H 0.5313 -4.4132 -0.3215  0.251
C 4.8196 2.1676 -4.1129  -0.412
C 3.4690 2.0637 -3.3951  -0.197
O 3.3200 3.2738 -2.5726  -0.116
O 5.8493 2.1905 -3.1736  -0.558
H 4.8423 3.0502 -4.7522  0.246
H 5.0302 1.2785 -4.7072  0.373
H 3.2878 1.2132 -2.7378  0.016
H 2.5992 1.9956 -4.0485  0.311
H 3.3506 2.9770 -1.6601  -0.043
H 5.4304 2.5315 -2.3800  0.289
C -4.2828 -6.7715 -1.2979  -0.375
C -5.2684 -6.3503 -2.3701  -0.040
O -5.7252 -7.3683 -3.1611  -0.606
O -3.0588 -6.2897 -1.6235  -0.366
H -4.2243 -7.8595 -1.3253  0.373
H -4.5032 -6.4814 -0.2706  0.236
H -4.8712 -5.4996 -2.9239  0.062
H -6.1439 -5.9776 -1.8383  0.236
H -6.5539 -7.1462 -3.5920  0.336
H -2.3244 -6.7887 -1.2585  0.193
C -0.9896 4.1630 0.7305  1.038
C 0.1961 5.1717 1.1151  -0.369
O 0.6797 5.9530 -0.0222  -0.547
O -2.2505 4.7516 0.8755  -0.747
H -1.0317 3.3432 1.4477  -0.356
H -0.8081 3.7675 -0.2688  -0.085
H 0.9781 4.5450 1.5437  0.187
H -0.1178 5.9013 1.8616  0.360
H 1.5697 6.2691 0.1499  0.327
H -2.9036 4.0479 0.8733  0.230
C -7.1220 -1.5926 2.7010  0.200
C -8.4299 -0.8190 2.4461  -0.553
O -8.3468 0.4479 3.2313  -0.491
O -6.9444 -1.9281 4.0438  -0.608
H -6.3225 -0.9763 2.2900  -0.133
H -7.0206 -2.5453 2.1812  0.312
H -9.2219 -1.4966 2.7652  0.309
H -8.3220 -0.6212 1.3796  0.333
H -8.2540 0.1580 4.1418  0.295
H -6.6598 -1.1654 4.5527  0.347
C -0.0140 3.9319 -3.7364  0.284
C 0.6163 4.5200 -5.0491  -0.568
O 0.0898 5.7985 -5.3545  -0.593
O -1.1814 3.3967 -4.1848  -0.070
H -0.0410 4.7387 -3.0040  0.203
H 0.5985 3.0860 -3.4242  -0.321
H 0.5075 3.7594 -5.8222  0.325
H 1.6952 4.6558 -4.9728  0.239
H -0.6828 5.5994 -5.8884  0.321
H -1.9136 3.9870 -3.9925  0.141

Properties
* strongest force on any atom: 0.112 Eh/bohr
* total energy: -5384.597579 Ha
* frontier orbital gap: 0.34638 Eh
* highest occupied orbital energy: -7.813 eV
* net charge: -1
* LUMO energy: 1.612 eV